{"formula": "C39H22BBr2Cl5F4GdN9O2", "method": "wB97M-V/def2-TZVPD", "symbols": ["Gd", "O", "C", "C", "C", "C", "C", "C", "C", "N", "N", "C", "O", "C", "C", "C", "C", "C", "C", "H", "H", "H", "H", "H", "H", "H", "H", "H", "H", "Cl", "C", "C", "C", "Cl", "C", "Cl", "C", "Cl", "C", "Cl", "Br", "C", "C", "C", "N", "C", "C", "C", "C", "C", "Br", "C", "C", "N", "H", "H", "H", "H", "H", "H", "F", "B", "F", "F", "F", "N", "C", "C", "C", "N", "C", "C", "H", "H", "H", "H", "H", "H", "N", "C", "C", "C", "N", "C", "N"], "xyz": [[0.562698, 0.090456, 0.329278], [0.468698, -1.934144, 1.690578], [-0.410902, -2.814644, 1.969578], [-0.022802, -4.169644, 2.179378], [-0.926702, -5.164144, 2.446378], [-2.282602, -4.865444, 2.573078], [-2.702002, -3.566244, 2.383478], [-1.818102, -2.535744, 2.050678], [-2.356202, -1.225244, 1.806778], [-1.714202, -0.265044, 1.237478], [-2.422702, 0.910856, 1.084678], [-1.652302, 1.972656, 1.047678], [-0.398202, 1.991756, 1.253878], [-2.325302, 3.265156, 0.754278], [-1.614702, 4.437956, 0.987278], [-2.144602, 5.660656, 0.624878], [-3.377302, 5.721156, -0.006122], [-4.084702, 4.553956, -0.247822], [-3.572002, 3.331056, 0.142078], [1.030998, -4.399744, 2.078478], [-0.587802, -6.188944, 2.552478], [-2.988402, -5.652844, 2.803978], [-3.755402, -3.318944, 2.453178], [-3.391402, -1.054144, 2.132178], [-0.632802, 4.354856, 1.433478], [-1.592702, 6.567856, 0.834178], [-3.779202, 6.678356, -0.313522], [-5.037002, 4.596856, -0.760122], [-4.109502, 2.415756, -0.051422], [0.494698, -0.878344, 4.345178], [1.745198, 0.233256, 3.936678], [1.838298, 0.664456, 2.608078], [2.770398, 1.698856, 2.444678], [2.778998, 2.416256, 0.860278], [3.617898, 2.188256, 3.432578], [4.763998, 3.442256, 3.110478], [3.536598, 1.641456, 4.708378], [4.603698, 2.159556, 5.955878], [2.570998, 0.678056, 4.965978], [2.431698, 0.042056, 6.558978], [-0.172902, -7.144744, -1.598922], [0.022498, -5.308144, -1.156622], [-1.095302, -4.511244, -1.011022], [-0.869702, -3.160344, -0.793022], [0.332498, -2.633744, -0.630022], [1.392298, -3.437944, -0.631922], [1.288898, -4.790344, -0.973422], [2.660798, -2.850744, -0.176122], [3.744198, -3.677144, 0.142278], [4.893698, -3.085544, 0.619178], [6.382598, -4.179344, 1.068078], [4.968598, -1.717044, 0.777178], [3.830298, -0.991344, 0.453278], [2.711298, -1.530844, 0.006278], [-2.093502, -4.909944, -1.079322], [-1.701502, -2.473444, -0.763422], [2.155698, -5.421444, -1.100222], [3.684598, -4.749744, 0.046378], [5.855198, -1.230344, 1.148478], [3.853598, 0.083156, 0.543478], [2.879098, 1.971756, -3.220722], [3.078898, 0.840456, -2.478722], [2.088998, 0.806756, -1.396222], [2.925198, -0.302544, -3.214422], [4.327998, 0.866456, -1.888422], [-2.528502, 5.259956, -3.657622], [-1.919002, 4.227156, -2.972422], [-2.531802, 2.982756, -2.835422], [-1.902402, 2.008556, -2.087122], [-0.724002, 2.169856, -1.495222], [-0.145202, 3.356456, -1.625522], [-0.690202, 4.406356, -2.339622], [-3.271002, 4.982556, -4.282022], [-1.897302, 5.946156, -4.042322], [-3.482802, 2.792556, -3.312022], [-2.364702, 1.039156, -1.961122], [0.808898, 3.479756, -1.136022], [-0.172002, 5.351256, -2.424122], [-0.336602, -0.505444, -1.883222], [-0.735402, -0.775244, -2.942422], [-1.338702, -1.126244, -4.122922], [-2.604402, -1.702344, -4.068222], [-3.652702, -2.189144, -4.045222], [-0.777502, -0.965944, -5.385622], [-0.394002, -0.881344, -6.471322]], "atomic_forces_ev_per_a": [[0.3, -0.7, 0.9], [-0.1, 0.4, 0.2], [0.0, 0.1, 0.2], [0.2, 0.0, 0.1], [0.1, 0.1, 0.0], [-0.4, -0.1, 0.0], [-0.1, 0.0, 0.0], [0.5, -0.3, 0.1], [0.1, 0.4, -0.2], [0.0, -0.1, 0.2], [-0.6, 0.4, -0.2], [-0.6, -0.6, 0.5], [0.5, -0.2, 0.0], [0.0, 0.3, 0.0], [0.0, -0.2, 0.1], [-0.1, 0.2, 0.1], [0.0, 0.1, 0.0], [-0.2, 0.1, 0.0], [0.0, 0.0, 0.2], [0.1, 0.1, 0.1], [0.0, 0.0, 0.0], [-0.1, 0.0, 0.0], [-0.1, 0.0, 0.0], [0.2, 0.1, -0.2], [0.0, 0.0, 0.0], [0.0, 0.1, -0.1], [0.0, 0.0, 0.0], [-0.1, 0.0, 0.0], [0.0, -0.1, 0.0], [-0.4, -0.3, 0.5], [0.0, 0.1, -0.7], [0.7, 0.5, 0.4], [-0.6, -0.5, 0.1], [0.4, 0.4, -0.1], [0.0, 0.0, 0.0], [0.0, 0.1, -0.1], [-0.1, 0.0, -0.2], [0.2, 0.1, 0.1], [0.1, 0.0, -0.1], [-0.1, -0.1, 0.3], [0.0, 0.0, 0.0], [-0.1, 0.0, 0.0], [0.2, -0.1, -0.1], [0.0, -0.1, -0.3], [0.4, -0.4, -0.3], [-0.6, -0.3, -0.2], [-0.1, 0.1, 0.0], [0.7, 0.0, 0.3], [-0.2, 0.2, -0.1], [0.1, 0.1, 0.0], [0.0, 0.0, 0.0], [-0.1, -0.2, 0.0], [0.4, 0.1, 0.0], [-0.2, -0.1, -0.1], [-0.1, 0.0, -0.1], [-0.1, 0.1, 0.0], [0.0, 0.0, 0.0], [0.0, 0.0, 0.0], [0.0, 0.1, 0.0], [0.0, 0.1, 0.0], [-0.3, 0.7, -0.3], [0.0, -0.2, 0.2], [-0.3, 0.2, 0.1], [-0.2, -0.7, -0.4], [0.7, 0.0, 0.5], [-0.2, 0.2, -0.2], [0.2, -0.4, 0.3], [0.2, 0.1, -0.1], [0.0, -0.1, -0.3], [0.1, 0.0, 0.0], [0.1, 0.1, -0.2], [-0.1, -0.1, -0.2], [0.2, 0.1, 0.0], [-0.1, -0.1, 0.0], [-0.1, -0.1, 0.0], [-0.1, 0.0, 0.0], [0.2, 0.0, 0.1], [0.1, 0.1, 0.1], [-0.6, -0.2, -1.6], [0.8, 0.5, 1.9], [-0.2, -0.1, -0.3], [-0.7, -0.4, 0.1], [-0.2, -0.1, 0.1], [0.4, 0.1, -0.7], [0.1, 0.1, -0.1]], "lowdin_spin": [7.16, -0.01, 0.00, 0.00, 0.00, 0.00, 0.00, 0.00, 0.00, -0.02, -0.01, 0.00, -0.03, 0.00, 0.00, 0.00, 0.00, 0.00, 0.00, 0.00, 0.00, 0.00, 0.00, 0.00, 0.00, 0.00, 0.00, 0.00, 0.00, 0.00, -0.01, -0.06, 0.00, 0.00, 0.00, 0.00, 0.00, 0.00, 0.00, 0.00, 0.00, 0.00, 0.00, 0.00, 0.00, 0.00, 0.00, 0.00, 0.00, 0.00, 0.00, 0.00, 0.00, 0.00, 0.00, 0.00, 0.00, 0.00, 0.00, 0.00, 0.00, 0.00, 0.00, 0.00, 0.00, 0.00, 0.00, 0.00, 0.00, 0.00, 0.00, 0.00, 0.00, 0.00, 0.00, 0.00, 0.00, 0.00, 0.00, 0.00, 0.00, 0.00, 0.00, 0.00, 0.00], "lumo_ev": [3.5063, 3.5064], "homo_lumo_gap_ha": [0.239, 0.239], "charge": -2, "spin_multiplicity": 8, "s2": 15.89}

{"formula": "C39H22BrF16N2O3PRe", "method": "wB97M-V/def2-TZVPD", "symbols": ["Re", "C", "C", "C", "C", "C", "N", "C", "C", "C", "C", "C", "C", "C", "C", "O", "C", "F", "F", "F", "C", "F", "F", "F", "C", "C", "C", "O", "C", "F", "F", "F", "C", "F", "F", "F", "H", "H", "H", "H", "H", "H", "H", "H", "H", "H", "H", "H", "F", "C", "C", "F", "C", "F", "C", "P", "C", "C", "C", "C", "C", "C", "C", "C", "C", "C", "C", "C", "C", "Br", "C", "F", "H", "H", "H", "H", "H", "H", "H", "H", "H", "H", "O", "C", "N"], "xyz": [[-0.185481, -0.934835, 0.258264], [-5.529509, 3.858263, 0.082002], [-4.391801, 2.902988, 0.346415], [-3.582246, 3.096652, 1.506216], [-2.604046, 2.174800, 1.781410], [-2.346460, 1.115334, 0.859888], [-1.437258, 0.195355, 1.223770], [-1.201818, 0.009168, 2.598989], [-2.298051, -0.504089, 3.353099], [-2.147234, -0.618006, 4.702950], [-0.937060, -0.257144, 5.342086], [-0.737916, -0.462185, 6.826456], [0.132227, 0.259726, 4.549552], [0.017471, 0.373299, 3.178629], [1.170465, 0.820202, 2.273936], [1.151109, 0.137637, 0.993903], [1.146405, 2.385906, 1.922780], [0.180798, 2.654101, 1.015163], [2.300496, 2.822451, 1.423648], [0.847707, 3.084887, 3.043562], [2.573368, 0.493684, 2.875735], [3.509359, 0.657851, 1.946171], [2.602465, -0.782291, 3.269175], [2.813960, 1.284288, 3.906476], [-3.010340, 1.049149, -0.403120], [-4.080269, 1.879781, -0.594466], [-2.657355, -0.051605, -1.328172], [-1.258196, -0.413753, -1.223430], [-3.571254, -1.306381, -1.084692], [-4.857520, -0.973495, -0.968086], [-3.186156, -1.862168, 0.096351], [-3.429408, -2.183148, -2.049832], [-2.749063, 0.421868, -2.840578], [-2.025663, -0.357167, -3.618864], [-2.296044, 1.668238, -2.973783], [-3.994225, 0.416141, -3.267108], [-6.069678, 4.060645, 1.021851], [-5.086076, 4.766728, -0.298960], [-6.227507, 3.495740, -0.692251], [-3.776449, 3.918740, 2.156179], [-1.924911, 2.276680, 2.610169], [-3.172887, -0.848746, 2.810570], [-2.907097, -1.052456, 5.329686], [-1.579466, -0.038476, 7.402827], [-0.706372, -1.526978, 7.029021], [0.196720, -0.039487, 7.174316], [1.033246, 0.521881, 5.073374], [-4.706763, 1.816665, -1.484196], [0.374709, -4.051546, -6.533888], [0.629410, -3.328367, -5.467908], [1.600774, -2.340891, -5.442030], [2.366182, -2.126725, -6.488765], [1.823732, -1.612337, -4.304263], [2.852680, -0.770067, -4.416027], [1.109217, -1.779499, -3.117987], [1.584630, -0.810628, -1.678857], [3.015321, -1.601581, -0.996346], [3.183311, -3.021188, -1.068457], [4.328089, -3.594763, -0.546900], [5.262412, -2.799148, 0.124991], [5.112767, -1.412416, 0.198097], [3.966073, -0.855215, -0.319299], [1.862059, 0.915466, -2.155084], [0.818671, 1.842197, -2.177313], [1.110832, 3.134112, -2.581780], [2.409499, 3.492814, -2.944563], [3.446534, 2.553029, -2.940427], [3.176036, 1.270842, -2.499328], [0.171735, -2.832935, -3.169455], [-0.624115, -3.475034, -1.582829], [-0.081413, -3.602865, -4.304746], [-0.928106, -4.617417, -4.313229], [2.464226, -3.646257, -1.572980], [4.422021, -4.680978, -0.587917], [6.136342, -3.261477, 0.550536], [5.799070, -0.786863, 0.711524], [3.808769, 0.192044, -0.228746], [-0.190965, 1.587312, -1.872887], [0.315725, 3.895441, -2.611419], [2.619428, 4.508561, -3.266061], [4.452171, 2.795667, -3.298383], [3.954688, 0.535397, -2.433830], [-0.766991, -4.283553, 2.724901], [-0.470593, -3.387349, 2.073125], [-0.119169, -2.450252, 1.381448]], "atomic_forces_ev_per_a": [[0.5, -1.0, 0.4], [0.0, -1.2, 0.1], [-0.3, 0.7, 0.3], [0.0, -1.3, -0.8], [-0.7, 0.6, -0.3], [0.4, -0.3, 0.2], [-0.1, 0.3, -0.3], [-1.1, -0.1, 0.0], [0.7, 0.5, -0.5], [0.6, -0.2, 0.9], [0.4, 0.3, -0.3], [-0.5, 0.4, -0.5], [-0.9, -0.4, 0.5], [0.8, -0.1, -0.2], [-0.3, 0.8, -1.0], [0.7, 0.4, 0.7], [-0.1, 0.2, 0.8], [0.2, -0.4, 0.3], [-0.7, -0.3, 0.3], [0.2, -0.5, -0.8], [-0.3, -0.3, -0.5], [0.0, 0.1, 0.5], [0.0, 0.0, 0.0], [0.2, 0.1, 0.1], [-0.6, 0.4, 0.5], [0.1, 0.2, -0.1], [1.2, -0.3, -1.0], [-1.1, 0.2, -0.2], [-0.1, 0.4, 0.2], [0.6, 0.0, -0.1], [-0.1, 0.0, -0.2], [0.0, -0.2, 0.0], [0.0, 0.0, 0.1], [0.2, -0.3, -0.1], [0.3, 0.2, 0.3], [-0.7, -0.2, 0.0], [0.2, 0.1, -0.4], [0.1, 0.6, 0.0], [0.3, 0.0, 0.4], [-0.1, 0.5, 0.3], [-0.1, 0.1, 0.3], [-0.1, 0.1, 0.2], [-0.4, 0.0, 0.0], [0.3, -0.2, -0.3], [-0.1, -0.3, 0.1], [0.1, 0.2, 0.0], [0.2, 0.2, 0.0], [0.2, -0.1, 0.2], [0.3, 0.3, 0.1], [-0.3, -0.2, -0.2], [-0.2, -0.8, -0.9], [-0.1, 0.0, -0.1], [0.6, 0.7, 0.3], [-0.3, 0.2, 0.5], [-0.3, -0.7, -0.7], [-0.5, 0.0, 0.1], [-0.2, -1.3, 0.1], [0.2, 0.8, -0.3], [-0.6, -0.1, 0.4], [0.2, 0.2, -0.4], [-0.8, -1.1, -0.1], [0.2, 0.4, -0.1], [0.2, -0.6, 0.6], [0.2, 0.1, 0.0], [-0.2, 0.6, 0.1], [0.2, -0.1, -0.3], [-0.1, 0.2, 0.0], [-0.4, 0.1, 0.0], [-0.1, -0.3, 0.2], [0.0, 0.1, 0.3], [0.3, 0.6, 0.4], [0.1, 0.3, 0.3], [-0.2, 0.0, -0.1], [0.2, 0.4, 0.0], [0.2, -0.1, 0.1], [0.7, 0.3, 0.3], [0.0, 0.6, 0.1], [0.2, 0.0, -0.2], [0.5, -0.5, 0.0], [-0.1, -0.1, 0.0], [-0.4, 0.1, 0.3], [0.2, -0.1, -0.2], [0.0, 0.2, -0.1], [-0.1, -0.7, 0.3], [0.2, 0.9, -1.0]], "mulliken_charge": [0.35, -1.56, 0.53, -1.25, -0.49, 0.97, 0.85, -0.66, -0.39, -1.06, 0.59, -1.53, -0.68, -0.20, 1.85, -0.68, 0.41, -0.09, -0.22, -0.28, 0.03, -0.13, -0.24, -0.22, -0.99, -0.93, 1.36, 0.91, 0.50, -0.24, -0.14, -0.21, 0.23, -0.13, -0.21, -0.23, 0.43, 0.38, 0.42, 0.58, 0.61, 0.63, 0.54, 0.40, 0.37, 0.43, 0.58, 0.61, -0.24, 0.52, 0.41, -0.24, 0.03, -0.28, -0.38, 0.98, 1.74, -0.93, -0.77, -0.69, -0.99, -1.12, 1.03, -0.51, -1.06, -0.79, -1.06, -0.38, 0.28, 0.05, 0.49, -0.29, 0.39, 0.47, 0.48, 0.58, 0.52, 0.57, 0.47, 0.47, 0.49, 0.61, -0.34, 0.77, -0.11], "lumo_ev": [-12.2998, -12.3448], "homo_lumo_gap_ha": [0.167, 0.166], "charge": 3}

> The lowest charge belongs to which entry?

C39H22BBr2Cl5F4GdN9O2

> Which formula does entry 2 have?

C39H22BrF16N2O3PRe